{
  "formula": "C2H3ClO2",
  "method": "ωB97M-V with the def2-TZVPD basis set",
  "symbols": ["C", "C", "Cl", "O", "O", "H", "H", "H"],
  "xyz": [[-0.6691, -1.3091, -0.1154], [-0.5188, -0.0351, 0.0714], [-1.7281, 1.1538, -0.0987], [0.7531, 0.5145, 0.6250], [1.4374, 1.5238, -0.3389], [-1.7450, -1.6173, -0.3121], [0.1659, -1.9501, 0.1346], [2.3046, 1.7195, 0.0342]],
  "atomic_forces_ev_per_a": [[-1.62, -1.10, 0.22], [3.18, 3.23, 0.75], [-0.15, 0.23, -0.13], [-0.59, -0.06, -1.47], [-2.34, -1.28, -0.07], [1.83, -0.09, 0.17], [-0.25, -0.28, -0.37], [-0.05, -0.65, 0.92]],
  "mulliken_charge": [-0.543, 0.445, -0.164, -0.234, -0.336, 0.222, 0.293, 0.316],
  "relative_energy_kcal_mol": 101.3,
  "total_energy_ev": -18735.65836,
  "max_force_ev_per_a": 4.598,
  "lumo_ev": 0.29,
  "smiles": "C=C(Cl)OO"
}